{
  "formula": "C9H23BIN4O6S",
  "method": "the ωB97M-V functional and the def2-TZVPD basis",
  "symbols": ["N", "B", "O", "N", "C", "N", "C", "C", "C", "O", "N", "I", "C", "S", "O", "O", "H", "H", "H", "H", "H", "H", "H", "H", "H", "H", "H", "H", "H", "C", "O", "C", "C", "O", "C", "H", "H", "H", "H", "H", "H", "H", "H", "H", "H"],
  "xyz": [[-3.46590, 2.17853, 2.75516], [-2.75437, 3.46926, 2.40729], [-2.85720, 4.54766, 3.45875], [-2.04916, 3.83736, 1.14939], [-1.94885, 2.80959, 0.06797], [-2.97740, 2.39992, -0.94743], [-4.38541, 2.71831, -0.66983], [-5.26992, 1.33530, -1.37645], [-5.70389, 0.11689, -0.21588], [-4.51305, -0.03353, -1.34480], [-0.68297, 2.22018, -0.10134], [0.91279, 2.63662, 1.20512], [-0.32116, 1.30108, -1.25465], [0.86239, -0.08242, -0.88405], [0.72754, -1.10437, -2.08291], [2.38464, 0.31616, -0.90755], [-3.12245, 1.80457, 3.67996], [-3.30605, 1.41244, 2.06914], [-2.16409, 4.29695, 4.14917], [-2.44208, 4.74317, 0.74943], [-2.71487, 2.96319, -1.81259], [-4.77117, 2.60785, 0.42195], [-4.87282, 3.57666, -1.29559], [-6.08269, 1.57837, -2.29846], [-6.59396, -0.60635, -0.42756], [-5.05925, 0.16304, 0.78235], [-1.24584, 0.80590, -1.80564], [0.19150, 1.97447, -2.10540], [0.52898, -0.85686, 0.27105], [3.45831, -2.89418, -1.76632], [4.64989, -3.66768, -1.66856], [5.71757, -2.94248, -1.05461], [5.89006, -3.34310, 0.41426], [4.76146, -2.94402, 1.19859], [3.87422, -4.02709, 1.45720], [2.63026, -3.56706, -2.00038], [3.22892, -2.37514, -0.83365], [3.56080, -2.16536, -2.57736], [5.56295, -1.86070, -1.15263], [6.63256, -3.19994, -1.59798], [6.76178, -2.82047, 0.82097], [6.07022, -4.42051, 0.50980], [4.29960, -4.67359, 2.23053], [3.66786, -4.61315, 0.55855], [2.93024, -3.61547, 1.82497]],
  "e_homo_ha": -0.389,
  "total_charge": 1,
  "orbital_gap_ev": 5.2
}

---

{
  "formula": "C5H8O2",
  "method": "the ωB97M-V functional and the def2-TZVPD basis",
  "symbols": ["O", "C", "C", "O", "C", "C", "C", "H", "H", "H", "H", "H", "H", "H", "H"],
  "xyz": [[-1.39660, 0.16316, 2.39248], [-1.55490, -0.63362, 1.34390], [-0.67227, 0.65545, -0.21856], [0.50996, 1.03833, 0.52378], [1.32089, 0.61557, -0.59108], [1.19734, -0.84478, -0.84920], [0.12862, 0.09749, -1.36679], [-0.44670, 0.24744, 2.61928], [-0.78743, -1.39268, 1.19339], [-1.87782, -0.16360, 0.33877], [-1.29376, 1.53502, -0.43626], [2.14892, 1.26168, -0.87455], [0.98659, -1.53202, -0.03038], [1.85489, -1.23432, -1.62477], [-0.11773, 0.18689, -2.42000]],
  "e_homo_ha": -0.276,
  "total_charge": 0,
  "orbital_gap_ev": 8.5
}

---

{
  "formula": "C22H24AsClGaI2OP",
  "method": "the ωB97M-V functional and the def2-TZVPD basis",
  "symbols": ["I", "I", "Ga", "P", "C", "C", "H", "H", "H", "C", "H", "H", "H", "H", "H", "H", "C", "O", "Cl", "C", "C", "C", "C", "C", "C", "As", "C", "C", "C", "C", "C", "C", "C", "C", "C", "C", "C", "C", "H", "H", "H", "H", "H", "H", "H", "H", "H", "H", "H", "H", "H", "H", "H"],
  "xyz": [[-0.86232, -1.74946, -1.68119], [-1.26477, 1.74990, -1.51499], [1.00842, 0.15129, -2.63386], [0.42634, 0.08986, -4.80665], [-1.34036, 0.04500, -5.18298], [1.15909, 1.54912, -5.56604], [2.15263, -1.56915, -4.96595], [1.37500, -1.25542, -6.55102], [0.54636, -2.26206, -5.31451], [1.19880, -1.39812, -5.47961], [2.11452, 1.76576, -5.07425], [1.32137, 1.35483, -6.63067], [-1.45848, 0.00739, -6.27458], [-1.83130, 0.93885, -4.78672], [0.48664, 2.40353, -5.43718], [-1.79927, -0.83806, -4.72833], [-3.58921, 0.14838, -2.11490], [-4.45436, -0.57344, -2.20217], [2.87550, 0.45675, -1.71873], [-0.66070, 3.97383, 3.78335], [0.19634, 4.04811, 2.68151], [0.43571, 2.91173, 1.90482], [-0.18417, 1.69954, 2.25079], [-1.03363, 1.61460, 3.35540], [-1.27435, 2.76309, 4.12167], [0.09892, 0.20167, 1.00915], [1.71911, -0.60401, 1.81440], [2.23187, -1.76447, 1.21654], [3.48493, -2.24699, 1.60792], [4.22603, -1.55853, 2.57493], [3.70340, -0.40490, 3.17595], [2.43998, 0.06927, 2.79975], [-1.33185, -0.95921, 1.70612], [-1.04515, -2.19954, 2.27771], [-2.09962, -3.07428, 2.55711], [-3.41799, -2.70417, 2.26504], [-3.69307, -1.45153, 1.70075], [-2.64749, -0.57465, 1.42226], [-0.85650, 4.86676, 4.38192], [0.68216, 4.98908, 2.41922], [1.08207, 2.96045, 1.02580], [-1.51409, 0.66809, 3.60905], [-1.94839, 2.70438, 4.97646], [1.65496, -2.28092, 0.44188], [3.88206, -3.15490, 1.15014], [5.21708, -1.91835, 2.85881], [4.28078, 0.13110, 3.92422], [2.02391, 0.96617, 3.26228], [-0.01853, -2.47984, 2.48779], [-1.89101, -4.04799, 2.99508], [-4.23999, -3.39409, 2.47760], [-4.72218, -1.15861, 1.47392], [-2.84522, 0.39418, 0.95497]],
  "e_homo_ha": [-0.528, -0.526],
  "total_charge": 2,
  "orbital_gap_ev": [4.6, 4.5]
}

---

{
  "formula": "C12H28ClN4O4",
  "method": "the ωB97M-V functional and the def2-TZVPD basis",
  "symbols": ["Cl", "C", "C", "O", "N", "C", "H", "H", "H", "H", "H", "H", "H", "C", "C", "O", "N", "C", "H", "H", "H", "H", "H", "H", "H", "C", "C", "O", "N", "C", "H", "H", "H", "H", "H", "H", "H", "C", "C", "O", "N", "C", "H", "H", "H", "H", "H", "H", "H"],
  "xyz": [[-1.55681, 0.63702, -1.01098], [3.04966, -2.11226, -1.99894], [3.83620, -1.09439, -1.16669], [4.84195, -1.45861, -0.47421], [3.41563, 0.16328, -1.31842], [4.08027, 1.34930, -0.72859], [2.92913, -3.05592, -1.46691], [3.58268, -2.32049, -2.92664], [2.08079, -1.63877, -2.15767], [2.46523, 0.33253, -1.61540], [4.92380, 1.65798, -1.34606], [4.47051, 1.23023, 0.28217], [3.27991, 2.08683, -0.66888], [0.28916, 2.45631, -6.06803], [-0.45717, 1.43103, -6.80324], [-0.55632, 1.59017, -7.99916], [-0.81904, 0.29193, -6.17614], [-1.42429, -0.86269, -6.91591], [-0.11882, 2.58209, -5.06512], [-0.02388, 3.31213, -6.66609], [1.36382, 2.30758, -5.96275], [-0.49176, 0.30946, -5.22079], [-0.94420, -1.25234, -7.81357], [-2.40896, -0.54987, -7.26331], [-1.77040, -1.64851, -6.24450], [-4.30107, -0.22178, 4.76438], [-4.39579, -1.55044, 3.96935], [-5.35816, -2.27194, 4.07414], [-3.41272, -1.84226, 3.07349], [-3.24138, -3.12497, 2.40254], [-3.81918, -0.17279, 5.74085], [-5.31947, 0.10006, 4.98201], [-3.93393, 0.43736, 3.97771], [-2.86195, -1.10897, 2.65035], [-2.94338, -4.01129, 2.96264], [-2.51433, -3.02272, 1.59689], [-4.17033, -3.29863, 1.85943], [1.40091, -0.63903, 4.24847], [1.07043, 0.65851, 4.87302], [1.24004, 0.84472, 6.08558], [0.89637, 1.69677, 4.02761], [0.63155, 3.08988, 4.38462], [1.45616, -1.44180, 4.98373], [2.43328, -0.62271, 3.89914], [0.73809, -0.91506, 3.42835], [0.85590, 1.30470, 3.09770], [-0.18195, 3.52577, 3.80472], [1.48708, 3.75143, 4.52069], [0.20674, 3.09117, 5.38842]],
  "e_homo_ha": -0.174,
  "total_charge": -1,
  "orbital_gap_ev": 7.2
}

---

{
  "formula": "C3H12N2OS",
  "method": "the ωB97M-V functional and the def2-TZVPD basis",
  "symbols": ["C", "C", "S", "N", "C", "N", "H", "H", "H", "H", "H", "H", "H", "H", "H", "H", "H", "H", "O"],
  "xyz": [[-0.67465, -0.63674, -0.59931], [-0.00644, -1.94442, -0.22622], [0.21596, -2.04962, 1.59705], [0.16147, 0.06100, -1.53915], [1.40301, 0.66867, -0.68014], [1.93650, 2.05524, -0.78313], [-0.80800, 0.02044, 0.19400], [-1.68076, -0.98893, -0.98640], [-0.36420, -2.93161, -0.63946], [1.11421, -1.98112, -0.53570], [0.47631, -3.35139, 1.66832], [-0.40183, 0.73075, -1.91541], [2.15262, -0.14900, -0.84437], [1.16751, 0.33446, 0.32731], [2.78051, 1.97792, -0.16174], [2.42864, 2.33619, -1.64324], [-3.15991, 2.46678, 0.43377], [-2.28872, 3.42347, -0.15597], [-2.98613, 3.44590, 0.49949]],
  "multiplicity": 2,
  "e_homo_ha": [-0.489, -0.486],
  "total_charge": 1,
  "orbital_gap_ev": [9.2, 4.1]
}

---

{
  "formula": "C27H27CrN14O3S2",
  "method": "the ωB97M-V functional and the def2-TZVPD basis",
  "symbols": ["Cr", "N", "C", "N", "N", "N", "N", "C", "N", "N", "N", "N", "H", "S", "C", "N", "N", "C", "C", "C", "C", "C", "C", "N", "N", "C", "C", "C", "C", "C", "C", "H", "H", "H", "H", "H", "H", "H", "H", "H", "H", "H", "N", "C", "C", "C", "C", "C", "C", "S", "O", "O", "O", "H", "H", "H", "H", "H", "H", "C", "C", "C", "C", "C", "C", "H", "H", "H", "H", "H", "H", "H", "H", "H"],
  "xyz": [[1.70878, -0.07485, 0.79441], [4.16293, -0.94114, 3.08911], [2.91570, -0.62065, 3.58167], [2.60025, -0.71781, 4.85964], [1.31164, -0.32197, 4.90171], [0.88554, -0.00611, 3.74131], [1.88353, -0.20381, 2.83554], [4.60935, -0.43442, 1.88595], [5.88302, -0.25685, 1.58662], [5.84401, 0.27098, 0.34526], [4.63923, 0.38427, -0.07231], [3.79808, -0.06929, 0.89383], [4.87411, -1.06669, 3.79075], [1.66849, -0.21900, -1.55787], [1.05933, 1.39648, -1.76983], [0.44149, 1.86821, -2.79791], [0.16839, 0.99192, -3.77659], [-0.54542, 1.38111, -4.88616], [-0.85645, 0.42724, -5.86116], [-1.57502, 0.78942, -6.98440], [-1.99110, 2.10179, -7.16762], [-1.67764, 3.04620, -6.19902], [-0.96627, 2.70205, -5.06351], [1.24999, 2.35854, -0.75822], [1.54245, 1.87054, 0.36779], [1.77219, 2.87055, 1.37216], [2.72074, 3.85458, 1.13718], [2.96638, 4.79583, 2.12241], [2.26819, 4.74539, 3.32183], [1.32710, 3.74940, 3.53985], [1.07497, 2.79597, 2.56592], [0.34356, 0.00707, -3.60166], [-0.53630, -0.59777, -5.72299], [-1.81416, 0.03573, -7.72451], [-2.55498, 2.38146, -8.04762], [-1.99971, 4.07271, -6.32401], [-0.72798, 3.43171, -4.30501], [3.26023, 3.85856, 0.19991], [3.71220, 5.56197, 1.95696], [2.47056, 5.47632, 4.09412], [0.79180, 3.69717, 4.47828], [0.35999, 2.00035, 2.72580], [1.84530, -2.27082, 0.78220], [0.65373, -3.08075, 0.76991], [-0.07164, -3.25229, 1.93762], [-1.21861, -4.03237, 1.92029], [-1.65816, -4.61374, 0.74373], [-0.94107, -4.41213, -0.42612], [0.21874, -3.65498, -0.41557], [-3.15429, -5.60982, 0.69502], [-3.97258, -4.97989, -0.33530], [-3.70550, -5.52014, 2.04102], [-2.67874, -6.93994, 0.33104], [2.41985, -2.47075, -0.03190], [2.40799, -2.49162, 1.60043], [0.24342, -2.75326, 2.84623], [-1.80520, -4.17892, 2.81603], [-1.30208, -4.85407, -1.34555], [0.77641, -3.49051, -1.33097], [-3.33406, -0.06899, -0.80050], [-2.93762, 0.07310, 0.67644], [-3.43310, 1.42282, 1.21423], [-3.56022, -1.07062, 1.48294], [-1.47296, 0.02109, 0.77589], [-0.26554, -0.04360, 0.87836], [-4.42071, -0.02493, -0.90343], [-2.98933, -1.02548, -1.19314], [-2.88985, 0.72941, -1.39678], [-4.51908, 1.49272, 1.11177], [-2.97479, 2.24611, 0.66514], [-3.17534, 1.53025, 2.26879], [-4.65011, -1.02665, 1.41910], [-3.26754, -1.00311, 2.53124], [-3.23655, -2.03929, 1.10420]],
  "multiplicity": 2,
  "e_homo_ha": [-0.126, -0.122],
  "total_charge": -2,
  "orbital_gap_ev": [6.9, 6.8]
}

---

Q: What is the formula in the fourth record?
A: C12H28ClN4O4

---

Repeat the fourth record exactly.
{
  "formula": "C12H28ClN4O4",
  "method": "the ωB97M-V functional and the def2-TZVPD basis",
  "symbols": ["Cl", "C", "C", "O", "N", "C", "H", "H", "H", "H", "H", "H", "H", "C", "C", "O", "N", "C", "H", "H", "H", "H", "H", "H", "H", "C", "C", "O", "N", "C", "H", "H", "H", "H", "H", "H", "H", "C", "C", "O", "N", "C", "H", "H", "H", "H", "H", "H", "H"],
  "xyz": [[-1.55681, 0.63702, -1.01098], [3.04966, -2.11226, -1.99894], [3.83620, -1.09439, -1.16669], [4.84195, -1.45861, -0.47421], [3.41563, 0.16328, -1.31842], [4.08027, 1.34930, -0.72859], [2.92913, -3.05592, -1.46691], [3.58268, -2.32049, -2.92664], [2.08079, -1.63877, -2.15767], [2.46523, 0.33253, -1.61540], [4.92380, 1.65798, -1.34606], [4.47051, 1.23023, 0.28217], [3.27991, 2.08683, -0.66888], [0.28916, 2.45631, -6.06803], [-0.45717, 1.43103, -6.80324], [-0.55632, 1.59017, -7.99916], [-0.81904, 0.29193, -6.17614], [-1.42429, -0.86269, -6.91591], [-0.11882, 2.58209, -5.06512], [-0.02388, 3.31213, -6.66609], [1.36382, 2.30758, -5.96275], [-0.49176, 0.30946, -5.22079], [-0.94420, -1.25234, -7.81357], [-2.40896, -0.54987, -7.26331], [-1.77040, -1.64851, -6.24450], [-4.30107, -0.22178, 4.76438], [-4.39579, -1.55044, 3.96935], [-5.35816, -2.27194, 4.07414], [-3.41272, -1.84226, 3.07349], [-3.24138, -3.12497, 2.40254], [-3.81918, -0.17279, 5.74085], [-5.31947, 0.10006, 4.98201], [-3.93393, 0.43736, 3.97771], [-2.86195, -1.10897, 2.65035], [-2.94338, -4.01129, 2.96264], [-2.51433, -3.02272, 1.59689], [-4.17033, -3.29863, 1.85943], [1.40091, -0.63903, 4.24847], [1.07043, 0.65851, 4.87302], [1.24004, 0.84472, 6.08558], [0.89637, 1.69677, 4.02761], [0.63155, 3.08988, 4.38462], [1.45616, -1.44180, 4.98373], [2.43328, -0.62271, 3.89914], [0.73809, -0.91506, 3.42835], [0.85590, 1.30470, 3.09770], [-0.18195, 3.52577, 3.80472], [1.48708, 3.75143, 4.52069], [0.20674, 3.09117, 5.38842]],
  "e_homo_ha": -0.174,
  "total_charge": -1,
  "orbital_gap_ev": 7.2
}

---

Q: Number 2 is which compound?
A: C5H8O2